Record 1
17
Properties=species:S:1:pos:R:3:forces:R:3 method="wB97M-V/def2-TZVPD" smiles="C[C@]12C[C@@H]1N=CNN2" lumo_ev=0.88 e_above_lowest_ev=5.6247 gap_ha=0.3416
H 0.743206 0.205384 1.986203 -0.53 0.15 -0.87
C 0.557408 -0.572823 1.225657 -2.82 -1.52 0.63
N -1.538314 -0.437770 -0.624431 -2.32 0.76 0.63
H -2.454258 -0.958385 -0.546440 2.20 0.07 -0.45
H -0.303649 -1.891234 -0.525972 -0.18 -2.01 0.08
H 2.251737 0.813580 0.396292 0.77 -0.37 -1.05
C 1.759735 0.565746 -0.558464 3.21 0.77 -2.05
H -0.539349 -1.005625 1.267778 2.03 1.00 1.14
H -2.564732 0.789993 0.722354 0.86 0.15 -0.73
C -1.603397 0.722463 0.144241 -0.54 1.03 -0.48
C 0.425534 1.170120 -0.655320 -2.72 -0.14 0.69
N -0.775765 1.721685 0.169220 1.79 -1.58 0.04
H 1.177334 -1.379412 1.566215 0.65 -0.73 -0.23
H 2.343358 0.398738 -1.609501 -1.13 0.94 2.90
N -0.264008 -1.043092 -1.025113 -0.64 -0.41 -0.79
C 0.660740 -0.321742 -0.258672 -0.35 1.99 1.32
H 0.124421 1.222375 -1.674050 -0.30 -0.11 -0.78

Record 2
41
Properties=species:S:1:pos:R:3:forces:R:3 method="wB97M-V/def2-TZVPD" total_charge=-1 lumo_ev="2.14 / 2.01" multiplicity=3 gap_ha="0.1434 / 0.2338" s2=2.020
O 1.587827 4.211489 -14.035577 0.28 -0.49 -1.31
H -2.568782 0.588640 -8.930725 0.45 0.33 0.18
H 3.961055 5.986920 -10.279074 0.60 -0.51 0.32
H -2.058072 5.582954 -12.884186 -0.10 0.06 0.63
H 2.012339 7.120261 -8.624503 0.04 -0.36 -0.12
F 4.881570 8.816773 -11.553997 -1.58 2.88 -0.63
H -0.955444 2.854725 -12.286612 -0.03 -0.22 -1.09
H -2.953046 2.675398 -11.208876 -0.03 0.54 0.21
C 0.515171 1.280126 -12.194578 -2.00 1.83 0.09
H 0.542884 7.470955 -14.961825 -0.35 0.07 -0.13
H 2.076963 4.487389 -14.810724 0.32 0.38 -0.04
F 0.679184 1.582579 -13.534189 0.07 -0.47 -0.06
C 3.704045 6.680105 -11.080047 -1.23 -2.39 -2.16
C 2.692854 7.738074 -9.210421 -0.43 1.17 -0.86
O 0.303706 6.549159 -11.538581 -2.01 2.47 2.11
O -1.257271 5.634248 -13.406027 -0.47 -0.16 -0.72
H 1.118537 9.135372 -9.293909 -0.22 0.31 0.78
O 2.619886 7.392347 -10.612629 0.87 1.60 2.16
H 2.448246 9.661321 -10.121310 0.70 0.08 0.13
C 2.200719 9.184146 -9.173083 -0.40 -0.25 -0.67
C -2.403789 1.876357 -10.710926 0.40 -0.45 0.98
H -4.117083 1.158940 -9.302776 -0.24 0.20 -0.89
F 1.680342 1.170998 -11.681896 2.06 -1.30 0.67
H -1.560035 5.605723 -14.313630 -0.10 -0.15 -0.50
H -3.027746 2.325878 -8.660459 0.42 -0.15 0.12
O 3.193914 6.013732 -12.182941 1.44 0.76 -0.02
H 2.590698 9.765525 -8.337604 -0.44 0.03 0.12
H 1.557076 3.256846 -14.098423 -0.23 -0.43 0.49
V 0.852041 5.561887 -12.587371 2.55 -2.03 1.63
O 0.525284 3.702448 -11.185434 -0.16 -3.02 -2.39
H 3.685182 7.691338 -8.761866 0.21 -0.30 -0.34
O -1.038891 2.267665 -10.428539 -0.90 -1.58 0.60
O 1.028788 7.142001 -14.205570 0.03 0.01 -0.70
C -0.202623 2.547305 -11.560771 -1.24 3.76 1.05
F 5.787224 7.185948 -12.320417 1.93 -1.98 -0.69
C -3.072295 1.468269 -9.331753 0.59 0.21 -0.96
F 5.730616 7.640981 -10.147703 2.03 -1.36 1.65
H 1.875432 7.586081 -14.252631 0.57 0.02 0.48
F -0.158317 0.068246 -12.189397 0.73 1.21 0.24
H -2.414610 1.073357 -11.447934 -0.04 -0.47 0.20
C 5.085186 7.544888 -11.284224 -4.09 0.17 -0.55

Record 3
54
Properties=species:S:1:pos:R:3:forces:R:3 method="wB97M-V/def2-TZVPD" lumo_ev=-0.17 e_above_lowest_ev=2.7636 gap_ha=0.3644
H 4.765495 0.428331 -0.370250 -0.19 -0.14 -0.24
C -2.368362 -0.129864 1.062593 0.02 -1.47 -0.47
H 1.011528 3.113452 1.042397 0.11 -0.28 0.21
O 3.543202 -0.461033 2.045748 1.03 -0.81 0.80
H -0.116606 0.734943 -3.100040 0.42 0.20 -0.23
H 0.289174 1.200461 2.642611 0.37 0.00 -0.06
O 1.563192 -0.764724 -0.689485 -1.05 -0.33 -0.79
O -0.296761 -4.606391 0.440415 1.18 -0.10 -0.57
H 1.960401 2.424197 -3.667298 -0.04 -0.13 0.21
H 3.563217 0.499287 2.101211 -0.28 -0.10 -0.28
O -1.662381 -2.462160 -3.453374 -0.56 0.58 0.10
H 0.654197 0.214281 -4.349315 0.09 0.31 0.40
H -0.408165 1.151494 -1.155844 0.06 -1.05 1.24
H 0.615565 -4.884528 0.251332 -0.44 -0.32 0.10
H 0.012618 -3.272864 -0.739132 -0.33 -1.13 -0.60
H -3.912490 1.333242 1.516066 0.79 -0.55 0.46
H -2.834536 1.903621 0.367888 0.83 0.06 0.41
H 3.105577 -0.698959 1.227079 0.27 0.40 -0.34
O -0.585404 -2.803357 2.224861 -0.06 0.26 0.67
O 1.411101 -1.147730 3.509673 0.84 -0.16 -0.59
O 0.973088 3.898138 1.589488 -0.14 0.70 0.04
C 1.015837 0.149267 0.120733 1.52 1.88 -1.66
N -1.295035 -0.363087 0.205629 -0.78 1.85 0.37
H -1.591865 -1.715781 -4.069184 0.10 -0.03 0.12
O -3.014363 0.843028 -2.370012 0.21 0.13 0.19
O 1.694078 1.736935 -3.041329 0.62 0.29 0.20
O -0.216052 0.337682 -3.964469 -1.19 -1.06 -0.64
H -1.691291 4.319284 -0.684251 -0.47 -0.03 0.18
O -2.216104 3.501261 -0.671092 0.78 0.67 -0.31
O -0.098569 1.896347 3.185012 -0.24 -0.29 0.11
O -2.851771 -1.116034 1.590850 -0.53 0.40 0.30
H -2.196420 -2.116084 -2.707911 0.47 -0.46 -0.57
H -1.561665 2.883537 -1.012278 -0.12 -0.13 -0.21
H 3.367338 0.018435 -0.872572 0.01 -0.12 0.15
C -0.359771 0.705110 -0.083226 0.03 1.34 -0.76
O -0.135643 -2.560168 -1.375495 0.60 2.35 0.81
O 1.777542 0.767209 0.840810 -0.64 -0.17 0.20
H 0.448173 3.674427 2.374942 0.27 -0.30 -0.40
H -0.237440 -2.617078 -2.323180 -0.56 -1.37 -0.51
H 0.966734 -1.238515 -1.405324 0.39 0.34 2.20
H -0.191703 -4.030638 1.225124 -0.42 0.01 0.19
H -0.128187 -2.447734 2.998201 0.52 0.20 -0.10
H -3.010883 -0.103380 -2.544129 -0.02 0.10 0.04
H -2.173111 1.625699 2.141922 -1.07 0.29 -1.42
O 4.301437 0.001812 -1.104936 0.27 0.28 -0.06
H 2.510149 1.298274 -2.769155 0.14 0.17 0.03
H 2.060565 -0.963706 2.773843 -0.80 0.26 0.49
H -0.244247 1.445286 4.021078 -0.03 0.06 0.22
H -1.517515 -2.726403 2.458780 -0.28 0.10 -0.41
H -2.599644 0.934460 -1.500137 -0.32 -0.24 -0.22
H -0.959726 -1.321807 0.139941 -0.18 0.21 0.04
H 2.093151 -1.468896 4.111142 -0.38 -0.11 0.62
C -2.831375 1.286905 1.265458 -0.35 -0.18 1.04
H -0.396280 1.694539 0.548601 -0.46 -2.37 -0.69

Record 4
12
Properties=species:S:1:pos:R:3:forces:R:3 method="wB97M-V/def2-TZVPD" smiles="CN(O)/C=N/O" lumo_ev=0.90 e_above_lowest_ev=5.0011 gap_ha=0.3632
H -1.904860 -1.706571 -0.322863 -0.14 -0.08 0.53
H -0.888456 1.803587 -0.732076 -0.14 -1.16 2.23
H 3.438771 0.357245 0.206715 -1.63 -1.61 -0.01
C 0.640321 -0.614208 -0.315452 -1.12 0.08 0.88
O 2.754514 -0.393770 0.212262 0.93 2.26 -0.53
N 1.503250 0.293204 -0.037311 0.31 -1.94 0.08
H 0.829647 -1.756483 -0.395232 -0.19 2.21 0.16
H -2.267006 1.110034 0.080939 -0.18 -0.26 0.68
N -0.770188 -0.248501 -0.373052 1.31 0.14 -0.07
C -1.189217 1.059445 0.147786 2.15 1.50 -2.20
H -0.685460 1.311607 1.142198 -0.95 -0.17 -1.32
O -1.461318 -1.215586 0.386083 -0.36 -0.98 -0.44

Record 5
52
Properties=species:S:1:pos:R:3:forces:R:3 method="wB97M-V/def2-TZVPD" total_charge=+2 lumo_ev=-8.02 gap_ha=0.2648
N -1.211416 -0.047441 2.192691 0.03 0.24 0.09
H 1.853390 6.875981 -1.325665 0.01 0.01 0.00
H 0.636173 -0.105180 3.230062 0.00 -0.01 0.01
H 1.468558 4.743417 -4.084572 -0.01 0.00 -0.01
C 0.282293 -3.746394 -0.051124 -0.14 -0.12 0.02
C 0.286172 2.436528 -1.930277 0.03 0.04 -0.19
H 0.229753 2.619624 -4.086049 -0.02 -0.03 0.00
H 2.500328 6.554646 -2.940123 0.01 0.00 0.00
N 0.380222 -0.342888 -1.617193 0.41 0.26 -0.02
F -2.978319 -4.824232 0.997717 -0.02 -0.02 0.01
C 1.251579 4.252890 -3.145411 -0.01 0.00 0.05
F 0.918897 -2.506695 -0.111936 0.03 -0.08 -0.21
C -1.368939 1.419691 2.393654 -0.01 -0.01 0.03
C -2.548193 -0.709923 2.226825 -0.24 -0.28 -0.05
C 1.851857 -0.276133 -1.574093 -0.20 0.03 -0.31
O -1.437333 0.781540 -0.703830 0.01 0.11 -0.44
C -0.992746 -3.652045 0.470120 -0.02 -0.06 -0.06
C -1.728020 -4.827149 0.547648 0.17 0.01 0.01
S -0.539106 0.935153 -2.019763 -0.45 -0.01 0.31
C -1.140763 -6.020811 0.128328 -0.02 0.03 0.01
C 2.387652 6.148399 -1.938329 0.01 0.04 -0.01
O -1.275140 0.780797 -3.212165 0.03 -0.05 0.01
H -2.199834 -2.823721 2.692289 0.03 0.06 0.03
H -0.220125 -1.661388 3.177151 0.03 0.00 0.00
Ta -0.476260 -0.690516 0.211872 0.74 -0.73 0.87
F 2.100731 -4.882700 -0.979822 0.01 0.00 0.00
O 3.264209 0.695090 0.166424 0.07 -0.12 -0.12
C 0.142788 -6.078068 -0.384694 -0.02 0.03 0.01
C 0.560879 3.056052 -3.153921 -0.01 0.01 0.03
H -0.806869 -0.366902 4.243262 0.00 0.00 0.00
O 1.250910 -0.150358 0.786336 -0.01 0.02 -0.41
C 1.358503 4.201695 -0.738581 0.01 -0.01 -0.01
H -1.976502 1.841429 1.595475 0.00 0.01 0.01
H -1.852778 1.605587 3.353536 0.01 0.00 -0.01
C 0.682492 3.004415 -0.716742 0.03 -0.08 0.10
H -0.381387 1.877685 2.403677 -0.01 0.02 -0.01
H 2.255048 0.414464 -2.313405 0.07 0.01 0.06
H -3.199945 -0.163917 1.538728 0.01 -0.04 -0.03
C -0.336943 -0.584729 3.282993 -0.05 0.00 -0.02
H 2.248740 -1.269386 -1.780223 0.10 0.05 -0.01
H 3.379487 6.023076 -1.500763 0.00 0.00 0.00
H 0.449319 2.530764 0.228000 0.00 0.01 0.01
C 2.281514 0.153261 -0.165277 -0.19 0.21 0.35
C 1.656560 4.845734 -1.948673 -0.02 -0.05 -0.02
H -2.978922 -0.623108 3.226899 -0.01 0.10 -0.03
C 0.873821 -4.907530 -0.485836 -0.04 0.08 0.02
H 1.660637 4.662085 0.192860 0.00 -0.01 0.02
H 0.560492 -7.022516 -0.706165 0.01 0.00 0.00
C -2.449484 -2.191062 1.838697 -0.10 0.19 -0.05
H -3.417051 -2.515424 1.458600 0.00 -0.02 0.05
N -1.397889 -2.346588 0.813049 -0.26 0.14 -0.12
F -1.859038 -7.123199 0.217743 -0.01 0.00 0.01

Record 6
37
Properties=species:S:1:pos:R:3:forces:R:3 method="wB97M-V/def2-TZVPD" lumo_ev="-1.70 / -1.98" e_above_lowest_ev=0.2407 multiplicity=4 gap_ha="0.2220 / 0.2181" s2=3.823
H 0.724664 -3.344420 3.201458 -0.10 0.03 -0.05
C 3.199466 -2.274949 1.017103 -0.12 -0.30 0.85
O -2.287787 -2.406951 -2.081749 -0.17 0.22 -0.07
C -1.492191 -1.669379 -1.343243 0.30 -0.39 0.01
O 0.948708 1.067031 1.216402 0.31 -0.75 -0.23
H -4.511232 1.775034 -0.362666 -0.02 -0.02 0.01
Tc 0.755494 -0.631146 0.083483 0.80 0.90 0.97
S 0.033816 4.165896 -2.991235 0.00 -0.07 0.01
O -0.175984 2.846346 2.003942 0.07 -0.09 -0.08
C 2.521361 -2.515853 2.381556 0.05 0.14 -0.50
N -1.032832 0.164836 -0.051121 -1.22 0.48 -0.56
C -2.001047 -0.436097 -0.773334 -0.15 0.26 0.19
O 2.509276 -1.561617 0.177629 0.49 -0.16 -0.72
C 0.165388 2.431873 -2.740918 -0.26 -0.16 -0.21
S -1.032986 1.433785 -3.337824 -0.02 0.16 0.19
O 4.297815 -2.734631 0.808115 -0.12 0.11 -0.19
C -2.536812 1.922406 0.484507 -0.07 -0.06 -0.09
H -2.688061 2.859516 1.001961 0.01 0.01 0.00
C 1.044078 -2.862589 2.273145 0.15 -0.13 0.20
H 0.872898 -3.564258 1.454515 0.00 0.01 0.01
H 0.375008 -0.983913 2.756416 -0.07 0.09 -0.04
C 1.356809 1.986859 -2.143214 -0.05 0.09 -0.05
H 2.649786 -1.596531 2.962509 0.00 -0.08 0.14
C -3.541244 1.309128 -0.266271 0.07 0.10 0.09
H -0.763435 -1.926748 2.039405 -0.05 0.13 0.07
S 1.811628 0.349746 -1.902016 0.20 -0.22 0.49
S 2.561449 3.194202 -1.809527 -0.14 -0.15 0.02
C -3.273396 0.110084 -0.896667 0.13 -0.22 -0.12
H 3.055173 -3.324664 2.874093 0.03 0.06 0.08
C 1.663493 4.599740 -2.447667 -0.10 -0.07 0.05
C -0.095884 1.842687 1.339289 -0.46 0.19 0.01
O 2.106565 5.708091 -2.489653 0.07 0.03 0.05
H -4.007388 -0.406517 -1.498642 -0.04 0.04 0.01
N 0.216005 -1.660276 2.013331 0.17 -0.06 -0.52
C -1.299904 1.323965 0.565218 0.42 0.10 0.15
H -1.796980 -3.161089 -2.441383 0.09 -0.04 0.03
O -0.331719 -2.029597 -1.076945 -0.20 -0.17 -0.17

Record 7
15
Properties=species:S:1:pos:R:3:forces:R:3 method="wB97M-V/def2-TZVPD" smiles="CC/C=C/[C@H](F)Cl" lumo_ev=1.00 e_above_lowest_ev=1.1296 gap_ha=0.4099
H -1.880431 2.351802 0.376936 -0.83 -0.96 0.93
H 0.098889 0.998229 0.547517 -0.83 -0.24 -0.54
H -3.466609 2.092201 1.205216 -0.06 0.27 -0.12
C 0.918208 -0.697811 -0.522847 -0.06 -0.30 0.49
F 1.117474 -1.828662 0.304920 -0.04 1.08 -0.74
H -3.326318 0.593663 -0.585054 0.36 -0.39 0.35
H -2.042463 1.625318 2.035341 0.37 -0.43 -0.08
Cl 2.397239 0.318365 -0.508165 -0.20 -0.47 -0.04
H -3.344503 -0.405180 0.802581 -0.50 -0.72 0.96
C -1.462881 -0.338031 -0.186212 -1.19 -1.07 0.49
H -1.593306 -1.371134 -0.559745 0.20 0.69 -0.32
C -2.486685 1.648530 1.043325 -0.13 0.29 -0.94
C -0.248109 0.130493 -0.039663 1.86 -0.02 0.58
H 0.772111 -1.056931 -1.541529 0.20 -0.12 0.16
C -2.725147 0.293115 0.307604 0.85 2.39 -1.17

Record 8
10
Properties=species:S:1:pos:R:3:forces:R:3 method="wB97M-V/def2-TZVPD" lumo_ev="0.79 / -2.57" e_above_lowest_ev=1.1895 multiplicity=3 gap_ha="0.3067 / 0.2570" s2=2.009
O -0.076483 0.560239 -0.943422 -0.22 0.68 -1.46
S 1.613420 -1.204149 0.209068 0.24 0.33 0.12
H 0.825276 -1.934206 -0.574833 -0.15 -0.11 -0.22
H 1.812094 0.462456 -1.486539 -0.16 0.29 -0.12
Cl -2.831185 -0.570888 0.088829 -1.00 -0.63 -0.66
H -1.640037 1.257667 0.985825 -0.05 0.04 -0.12
C -1.586163 0.192096 0.842735 0.18 0.48 1.88
C 1.167305 0.448258 -0.588179 1.30 -1.23 1.00
H -0.832840 -0.402584 1.334648 -0.02 -0.05 -0.12
H 1.548611 1.191115 0.131864 -0.11 0.20 -0.30